The following is a quantum chemistry calculation of the molecule C5H12O, from the OMol25 dataset.

Last column: Mulliken charge in e.
Element x y z (Å)
1 C 2.0949 -0.1970 -0.4251  -0.745
2 O 1.1106 0.1472 0.5288  -0.422
3 C -0.2952 0.0671 0.2227  1.610
4 C -0.5596 0.9703 -0.9531  -1.558
5 C -0.7658 -1.3549 -0.0656  -1.584
6 C -0.9704 0.6139 1.4604  -1.599
7 H 2.2955 0.5717 -1.2066  0.267
8 H 1.9002 -1.1540 -0.9305  0.295
9 H 3.0208 -0.2976 0.1512  0.281
10 H 0.1101 0.5745 -1.7186  0.389
11 H -1.6102 0.9325 -1.2657  0.411
12 H -0.2961 1.9933 -0.6596  0.369
13 H -0.3155 -1.7840 -0.9687  0.382
14 H -0.5036 -1.9678 0.7988  0.389
15 H -1.8554 -1.3808 -0.2125  0.377
16 H -0.9148 -0.1290 2.2599  0.381
17 H -0.4311 1.5231 1.7407  0.397
18 H -2.0147 0.8714 1.2434  0.360

HOMO level = -9.7 eV
Relative energy (zero: lowest compared OMol25 entry of this formula, charge and spin) = 0.632 eV
E = -7426.679 eV